Record 1
C38H72B2FIN3O13 | ωB97M-V/def2-TZVPD

Calculated values
* strongest force on any atom: 3.50 eV/Å
* HOMO-LUMO gap: 8.432 eV
* calculated total energy: -83827.9826 eV
* HOMO energy: -0.4009 hartree
* total charge: +1

XYZ file:
```
130
Properties=species:S:1:pos:R:3:mulliken_charge:R:1
C 2.52329 2.42613 2.12282 -1.229
C 2.84572 1.40717 0.97203 -0.782
C 2.49441 -0.09021 1.32724 0.511
C 3.82461 -0.90848 1.34505 -1.636
C 1.25848 -0.73122 0.62365 -0.126
B 0.18739 0.51957 0.65604 0.531
N -0.22153 0.95747 2.00527 -0.355
O -0.37840 1.17699 -0.42422 -0.691
C 1.58578 -1.24196 -0.85151 -0.098
C 2.22294 -0.20036 -1.77201 -1.231
O 3.64031 -0.08187 -1.52219 -0.163
C 4.21796 0.82229 -2.35183 0.663
C 5.75126 0.92634 -2.23525 -1.130
O 3.63183 1.53765 -3.10309 -0.499
N 0.46945 -2.03944 -1.44293 1.325
B 0.54004 -2.52442 -2.88455 0.678
C 0.08555 -1.46873 -3.98496 -1.056
O 0.82683 -3.78168 -3.33473 -0.718
C -0.05589 -3.13434 -0.55553 -1.378
C 0.71157 -4.45373 -0.36304 -0.718
C 2.24399 -4.59170 -0.33522 -0.616
O 2.75816 -5.02387 0.61801 -0.356
I 3.68142 -4.20981 -1.91907 -0.016
C -0.56609 -2.37399 0.73277 -0.061
C -1.59635 -3.19752 1.57039 -1.207
C -3.06685 -3.00451 1.13326 -1.157
C -3.48977 -3.70530 -0.19723 -1.238
C -3.99840 -2.61602 -1.20521 -0.439
C -5.45876 -2.21960 -0.84710 -0.814
O -5.48939 -0.85751 -0.33314 -0.186
C -6.72758 -0.29735 -0.56341 0.506
C -7.02136 0.33988 -1.94086 -0.828
O -7.57246 -0.27464 0.25868 -0.523
N 0.52294 -1.75286 1.42814 1.441
C 1.33714 -2.52313 2.34115 0.014
C 0.75585 -3.65883 3.18543 -0.812
O 0.14928 -3.37882 4.14222 -0.364
F 0.87899 -4.97203 2.89969 -0.299
H 3.22851 3.26651 2.01939 0.533
H 1.52825 2.87298 2.00639 0.114
H 2.68379 1.98490 3.11463 0.157
H 2.52351 1.77724 -0.01441 -0.141
H 3.94405 1.50057 0.90321 0.705
H 2.20077 0.01142 2.38761 0.035
H 4.71334 -0.31436 1.60150 0.560
H 3.80000 -1.68099 2.13737 0.402
H 4.06264 -1.45397 0.41892 0.136
H -1.11228 0.49849 2.20397 0.188
H -0.40874 1.96075 1.99155 0.142
H -0.26276 0.77310 -1.29600 0.216
H 2.40554 -1.96537 -0.66191 -0.771
H 2.18330 -0.40977 -2.85552 1.117
H 1.79445 0.81369 -1.69106 0.106
H 6.20385 -0.01865 -1.91540 0.296
H 5.96779 1.75438 -1.54813 0.283
H 6.08781 1.23539 -3.23290 0.380
H -0.30832 -1.36264 -1.49050 0.642
H 0.99397 -1.31424 -4.60885 0.302
H -0.14354 -0.48940 -3.53431 0.568
H -0.69164 -1.86625 -4.65255 0.404
H 1.56442 -3.76863 -3.96393 0.334
H -1.01344 -3.40023 -1.05163 1.197
H 0.34439 -4.91761 0.56778 0.496
H 0.36265 -5.16554 -1.13817 0.852
H -1.30873 -1.67168 0.27876 0.025
H -1.35907 -4.26912 1.67514 0.239
H -1.54474 -2.77381 2.58939 0.437
H -3.31681 -1.92882 1.12373 0.572
H -3.68481 -3.43421 1.94139 0.733
H -4.37364 -4.32610 0.03082 0.750
H -2.74335 -4.38855 -0.63052 0.465
H -3.88928 -2.90342 -2.26038 0.597
H -3.41978 -1.68949 -1.02211 0.002
H -5.86330 -2.84756 -0.03486 0.233
H -6.12181 -2.23950 -1.72872 0.658
H -8.08239 0.27300 -2.20646 0.233
H -6.45659 -0.24269 -2.68905 0.322
H -6.73450 1.40237 -1.95146 0.300
H 2.20730 -2.95238 1.79229 0.287
H 1.81547 -1.91045 3.12349 0.917
C -11.85449 -0.63777 -2.15254 -1.181
C -10.73565 -1.64597 -2.08241 0.897
O -9.99183 -1.84200 -3.01866 -0.559
C -10.56341 -2.40906 -0.79731 -1.051
H -11.85518 -0.16646 -3.13416 0.307
H -12.81397 -1.13443 -2.00006 0.381
H -11.71042 0.13171 -1.39211 0.307
H -11.45783 -2.99343 -0.57456 0.391
H -10.35791 -1.71536 0.02023 0.296
H -9.71967 -3.08975 -0.90065 0.229
C 10.07530 2.34491 -3.20628 -1.066
C 9.53145 2.00615 -1.84185 0.730
O 8.39314 1.61376 -1.69482 -0.453
C 10.46174 2.17552 -0.66841 -1.086
H 9.30297 2.17797 -3.95558 0.248
H 10.37539 3.39346 -3.23791 0.334
H 10.93097 1.70770 -3.43505 0.333
H 10.77845 3.21686 -0.59120 0.334
H 11.33401 1.53106 -0.78836 0.332
H 9.94293 1.89741 0.24754 0.279
C 2.09643 6.73762 2.29075 -1.129
C 1.45557 5.90819 3.37668 0.891
O 1.90877 4.83276 3.69955 -0.511
C 0.22733 6.47538 4.04255 -1.170
H 2.96697 6.21210 1.90035 0.269
H 1.38737 6.89823 1.47663 0.311
H 2.41840 7.69804 2.69606 0.369
H -0.56244 6.62475 3.30409 0.330
H 0.46877 7.42467 4.52352 0.358
H -0.12739 5.77805 4.79983 0.296
C 0.57101 3.20162 -4.73915 -1.280
C -0.24228 2.68463 -3.58562 0.876
O -0.46554 1.49437 -3.45328 -0.558
C -0.76835 3.69381 -2.60167 -1.123
H 0.88434 2.36773 -5.36526 0.295
H -0.02920 3.88703 -5.33965 0.433
H 1.45911 3.71390 -4.36611 0.314
H -1.42632 4.40000 -3.11038 0.458
H 0.06249 4.22843 -2.13823 0.305
H -1.33440 3.18268 -1.82406 0.182
C -1.14158 -0.76326 6.25518 -0.871
C -0.60521 0.55772 5.75919 0.813
O -1.33886 1.49500 5.54045 -0.584
C 0.88516 0.66127 5.54447 -0.283
H -2.22332 -0.69435 6.36168 0.323
H -0.90813 -1.55275 5.53865 0.019
H -0.70782 -1.00522 7.22690 0.368
H 1.20330 -0.06864 4.79641 -0.312
H 1.41109 0.48414 6.48450 0.577
H 1.13001 1.66085 5.18675 0.057
```

Record 2
C38H72O26S5 | ωB97M-V/def2-TZVPD

Calculated values
* strongest force on any atom: 10.61 eV/Å
* ΔE to the lowest compared entry with this formula, charge and spin: 3887.98 kJ/mol
* HOMO-LUMO gap: 7.879 eV
* calculated total energy: -147941.8830 eV
* HOMO energy: -0.2969 hartree
* total charge: 0

XYZ file:
```
141
Properties=species:S:1:pos:R:3:mulliken_charge:R:1
C 3.29602 1.86690 3.70850 -1.762
C 2.89072 0.96309 2.56302 1.922
C 3.63727 1.09154 1.23050 -0.153
O 3.87835 -0.18777 0.86663 -0.286
C 3.73069 -1.00547 1.88646 0.513
O 4.02350 -2.20526 1.83325 -0.675
O 3.36225 -0.34484 2.99791 -0.439
H 3.07327 1.53978 4.72412 0.394
H 2.67660 2.76245 3.65942 0.021
H 4.33022 2.21004 3.73663 0.416
H 1.81413 0.99049 2.39479 -0.767
H 4.60518 1.59153 1.26604 0.998
H 2.89299 1.58182 0.60299 -0.059
C 0.10711 -3.95964 2.91039 -2.089
C 0.23787 -3.11202 1.61004 1.023
C 1.52450 -2.21745 1.44127 0.874
O 1.90174 -2.51704 0.09618 -0.201
C 1.07220 -3.44971 -0.49246 0.005
O 1.22722 -3.86564 -1.70067 -0.638
O 0.18152 -3.90844 0.39988 -0.275
H -0.91016 -4.34102 2.82202 0.409
H 0.37781 -3.41616 3.81562 0.222
H 0.79636 -4.80351 2.88038 0.535
H -0.50130 -2.31173 1.64520 -2.072
H 2.25261 -2.66472 2.11796 1.562
H 1.37032 -1.15579 1.63419 -2.353
C -2.76376 0.11929 1.42543 -0.254
C -3.69840 -0.37016 2.52975 0.777
C -4.08758 0.69961 3.52849 0.733
O -5.49357 0.55953 3.50426 -0.440
C -5.92462 -0.33271 2.63817 0.475
O -7.09157 -0.63145 2.46558 -0.660
O -4.88188 -0.71702 1.89706 -0.516
H -1.88587 0.58913 1.86889 -0.108
H -3.21791 0.92428 0.84764 0.644
H -2.45200 -0.70335 0.78186 -2.177
H -3.31375 -1.26804 3.01345 -0.123
H -3.83872 1.70631 3.19278 -0.726
H -3.57054 0.43137 4.44980 0.473
C -0.79681 3.06732 0.97157 1.003
C -1.45929 2.88729 2.28559 1.645
C -1.48598 4.11535 3.28901 -0.449
O -2.87004 4.40938 3.37051 -0.352
C -3.55817 3.40821 2.77104 0.580
O -4.75085 3.26265 2.84398 -0.614
O -2.81961 2.59566 2.17649 -0.062
H -1.20221 3.95099 0.47875 0.814
H -0.99434 2.20579 0.33373 -1.968
H 0.29313 3.07824 0.97505 -2.714
H -0.84827 2.14540 2.79976 -0.706
H -0.86202 4.89248 2.84762 0.438
H -1.16228 3.82145 4.28748 0.269
C 0.69102 0.16990 2.91691 -1.630
C -0.54057 -0.32792 3.73632 0.495
C -0.29569 -0.27788 5.25311 -1.040
O -0.92487 0.90767 5.53427 -0.436
C -1.84498 1.20979 4.61315 0.553
O -2.68399 2.10331 4.78501 -0.609
O -1.64909 0.46089 3.60741 0.754
H 1.19571 1.07888 3.24425 1.041
H 0.49613 0.10315 1.84656 -2.181
H 1.53061 -0.52221 2.98157 1.867
H -0.85356 -1.28154 3.31121 -0.164
H 0.78549 -0.29044 5.39090 0.536
H -0.80345 -1.12031 5.72277 0.381
C 2.27664 -0.70877 -3.31134 -0.414
C 2.50097 -1.50911 -4.55196 -0.091
C 2.12745 -2.91145 -4.37291 0.515
O 1.31262 -3.14428 -5.51090 -0.404
C 1.04288 -2.05323 -6.14832 0.759
O 0.38439 -1.94863 -7.17957 -0.678
O 1.66549 -1.02534 -5.57944 -0.521
H 2.52787 -1.34643 -2.46377 0.041
H 1.24945 -0.37236 -3.17071 0.564
H 2.80131 0.22055 -3.08955 0.775
H 3.49755 -1.39198 -4.97763 0.634
H 1.58386 -3.10999 -3.44923 -1.114
H 3.00824 -3.55080 -4.43241 0.609
C -0.04956 -4.58750 -4.09888 -1.653
C -0.94121 -3.44121 -3.63962 0.249
C -1.37298 -3.57429 -2.21356 -1.440
O -1.08060 -2.39388 -1.60510 1.234
C -0.38361 -1.59206 -2.39664 -0.971
O 0.15347 -0.53390 -2.05542 -1.134
O -0.23546 -2.21654 -3.59409 -0.362
H 0.21908 -4.24680 -5.09881 0.594
H -0.58858 -5.53176 -4.17582 0.560
H 0.92227 -4.50562 -3.61210 0.337
H -1.86472 -3.43893 -4.21860 0.515
H -0.85445 -4.33736 -1.63306 0.403
H -2.45120 -3.70404 -2.12030 1.304
C 4.80357 2.96690 -3.44762 -1.282
S 3.34715 1.74993 -3.25784 0.497
O 2.32681 2.29710 -2.29048 -0.624
C 2.65559 2.04395 -4.96122 -1.079
H 5.43033 2.47969 -4.19455 0.485
H 5.38001 3.05520 -2.52674 0.358
H 4.55843 3.95380 -3.84008 0.374
H 2.65359 3.11133 -5.18215 0.553
H 1.62501 1.68946 -4.97966 0.148
H 3.30062 1.45340 -5.61184 0.440
C -1.26019 0.47845 -3.48117 -0.529
S -1.98810 1.16161 -1.89792 1.938
O -1.41758 2.57366 -1.86659 -0.927
C -3.64903 1.36893 -2.62290 -1.401
H -0.17305 0.42566 -3.42219 -0.463
H -1.62820 0.85013 -4.43748 0.617
H -1.53136 -0.57438 -3.40293 0.460
H -3.95802 0.36693 -2.92058 0.359
H -3.55247 2.02090 -3.49106 0.460
H -4.37586 1.68128 -1.87305 0.423
C -3.12164 -1.61934 -0.58580 -1.361
S -1.89815 -2.76830 0.19568 1.375
O -1.79122 -2.20219 1.60118 -0.496
C -2.91397 -4.29186 0.43105 -1.258
H -2.58201 -0.67527 -0.66089 0.950
H -3.97968 -1.39011 0.04611 1.054
H -3.43115 -1.97094 -1.57002 0.549
H -2.96484 -4.93894 -0.44462 0.235
H -3.90992 -4.14168 0.84774 0.448
H -2.50356 -4.89276 1.24258 0.365
C 1.72016 4.27857 1.85372 0.163
S 2.92619 4.38062 0.54293 -0.114
O 3.76204 3.16251 0.94708 -0.516
C 1.97305 3.82382 -0.92847 0.050
H 2.05809 4.74603 2.77859 0.456
H 1.37633 3.27567 2.10683 -0.418
H 0.96095 4.93119 1.42266 0.497
H 2.72845 3.69382 -1.70342 -0.015
H 1.23289 4.58890 -1.16284 0.612
H 1.56977 2.84319 -0.67585 0.616
C 1.49700 0.93711 -1.23388 -1.747
S 1.10936 0.23521 0.41573 2.582
O 1.18002 1.48782 1.31428 0.579
C -0.68732 -0.26363 0.29738 0.869
H 2.45071 1.46435 -1.21002 1.805
H 0.75168 1.70161 -1.45329 0.234
H 1.44199 0.20622 -2.04066 -0.775
H -1.16953 0.05127 1.22280 -0.486
H -0.74367 -1.33298 0.09390 0.559
H -1.25527 0.29013 -0.45020 -0.604
```

Record 3
C38H74O10 | ωB97M-V/def2-TZVPD

Calculated values
* strongest force on any atom: 2.06 eV/Å
* HOMO-LUMO gap: 7.648 eV
* SMILES: Cc1ccc(C(C)C)c(OCC2=CC(=O)C=CC2=O)c1.CC(C)O.CC(C)O.CC(C)O.CC(C)O.CC(C)O.CC(C)O.CC(C)O
* calculated total energy: -61079.3694 eV
* HOMO energy: -0.3195 hartree
* total charge: 0

XYZ file:
```
122
Properties=species:S:1:pos:R:3:mulliken_charge:R:1
C -6.53811 -1.87204 0.83436 -1.731
C -5.28215 -2.68761 0.55855 0.915
C -5.22758 -3.67039 -0.40790 -1.028
C -4.04568 -4.34628 -0.57900 -0.239
C -2.93717 -4.10316 0.19075 0.974
C -1.63153 -4.85814 -0.03331 1.354
C -1.05503 -4.32013 -1.36895 -1.655
C -1.82836 -6.40150 -0.12719 -1.448
C -2.99345 -3.14744 1.18728 -0.363
O -1.89488 -2.92120 1.98400 -0.058
C -2.27903 -2.77379 3.34922 -0.859
C -1.15494 -3.15627 4.27007 0.274
C -0.16384 -3.98082 3.95435 0.163
C 0.83350 -4.24165 5.05595 0.171
O 2.03346 -4.30157 4.88106 -0.580
C 0.20336 -4.36955 6.43237 -0.474
C -0.80291 -3.56050 6.75075 -0.633
C -1.19177 -2.57133 5.67320 0.301
O -1.46698 -1.40938 5.88851 -0.612
C -4.17404 -2.44495 1.33126 -0.398
H -6.51059 -0.89218 0.36233 0.313
H -7.38707 -2.48413 0.51846 0.415
H -6.61910 -1.73264 1.91738 0.390
H -6.12155 -3.86737 -0.99039 0.363
H -3.98490 -5.12252 -1.33676 0.314
H -0.92806 -4.69180 0.78465 -0.796
H -1.85968 -4.38004 -2.10474 0.518
H -0.81378 -3.26145 -1.25080 0.256
H -0.17854 -4.88864 -1.69217 0.545
H -1.13954 -6.80327 -0.87639 0.389
H -1.57864 -6.88042 0.82388 0.345
H -2.85092 -6.64164 -0.42336 0.302
H -2.56539 -1.73532 3.54943 0.388
H -3.12813 -3.43493 3.57226 0.477
H -0.09734 -4.44903 2.97672 0.331
H 0.52792 -5.12365 7.14462 0.466
H -1.32509 -3.60503 7.70054 0.470
H -4.22903 -1.68135 2.10270 0.380
C 3.33071 -0.81068 2.26741 -0.586
C 3.09068 -2.01964 1.37832 0.200
C 1.63500 -2.10600 0.94854 -0.616
O 3.46088 -3.21102 2.07745 -0.582
H 2.73182 -0.87612 3.17963 -0.151
H 4.37695 -0.76414 2.57586 0.421
H 3.07587 0.11665 1.75042 0.103
H 3.73002 -1.95911 0.49609 0.421
H 0.97906 -2.21391 1.81808 -0.107
H 1.47413 -2.98314 0.31796 0.239
H 1.33165 -1.21595 0.39389 0.324
H 2.90674 -3.28285 2.86424 0.303
C -9.46281 1.75322 -1.91062 -1.399
C -8.01181 1.29839 -1.94028 0.399
C -7.48761 1.21430 -3.36556 -0.953
O -7.89360 0.02287 -1.30769 -0.388
H -10.10038 1.04311 -2.44479 0.361
H -9.82749 1.80173 -0.88379 0.348
H -9.57901 2.73672 -2.36861 0.378
H -7.39812 1.99302 -1.36477 0.264
H -8.06286 0.48707 -3.94576 0.350
H -6.44942 0.87982 -3.37178 -0.052
H -7.54555 2.18200 -3.86658 0.421
H -8.43057 -0.60410 -1.80410 0.281
C 2.71280 3.34167 0.60283 -1.177
C 1.56867 2.71245 -0.17432 0.421
C 0.43134 3.70186 -0.37855 -1.295
O 1.08385 1.56221 0.52211 -0.313
H 2.37721 3.65448 1.59759 0.416
H 3.51847 2.62149 0.74923 0.229
H 3.11354 4.20764 0.08089 0.315
H 1.93128 2.36502 -1.14281 0.210
H 0.02522 4.02621 0.58394 0.354
H -0.38667 3.23634 -0.93109 0.264
H 0.76751 4.58255 -0.92837 0.374
H 0.75902 1.85141 1.38135 0.249
C 1.24619 0.48855 7.02589 -0.706
C 2.65442 -0.07495 7.14062 0.226
C 3.18131 -0.52465 5.78735 -0.692
O 2.65933 -1.17760 8.04795 -0.579
H 0.55574 -0.26947 6.65094 -0.123
H 0.87759 0.79881 8.00481 0.311
H 1.21569 1.34810 6.35356 0.359
H 3.31972 0.68154 7.55975 0.344
H 2.55117 -1.31754 5.37251 -0.084
H 4.18740 -0.93452 5.88404 0.249
H 3.20920 0.30403 5.07777 0.429
H 2.07590 -1.85534 7.68948 0.323
C 7.25071 4.04604 -2.19301 -1.287
C 5.84951 4.62935 -2.27015 0.442
C 5.88769 6.12557 -2.53694 -1.200
O 5.15646 4.37509 -1.04478 -0.440
H 7.81631 4.50077 -1.37384 0.380
H 7.20821 2.97427 -1.99360 0.324
H 7.79574 4.20603 -3.12387 0.331
H 5.28830 4.13132 -3.06129 0.150
H 6.40848 6.64844 -1.72935 0.401
H 4.87595 6.53268 -2.58152 0.307
H 6.39475 6.34429 -3.47809 0.232
H 5.64286 4.80963 -0.33583 0.307
C 5.61425 5.96495 -6.90556 -1.219
C 7.00394 5.40801 -6.63586 0.446
C 7.66011 4.91748 -7.91722 -1.398
O 6.91862 4.33565 -5.69691 -0.458
H 4.96348 5.19163 -7.32319 0.342
H 5.15200 6.30606 -5.97785 0.279
H 5.65163 6.80197 -7.60454 0.381
H 7.62561 6.17893 -6.17754 0.280
H 7.07315 4.11161 -8.36659 0.363
H 8.65163 4.51388 -7.70872 0.332
H 7.75781 5.72375 -8.64590 0.377
H 6.37239 3.64404 -6.08536 0.307
C -2.84030 0.27753 -2.34634 -1.217
C -2.99025 -0.92751 -3.26356 0.373
C -4.41744 -1.05635 -3.77631 -1.155
O -2.62271 -2.11216 -2.56282 -0.279
H -3.48871 0.17716 -1.47069 0.204
H -1.81567 0.35394 -1.97913 0.313
H -3.09547 1.20456 -2.86426 0.429
H -2.30438 -0.83424 -4.10741 0.340
H -5.11398 -1.19675 -2.94381 0.138
H -4.51317 -1.92824 -4.42540 0.340
H -4.71903 -0.16905 -4.33705 0.443
H -3.22204 -2.20978 -1.81051 0.078
```